Computed, not measured: a molecular structure, C19H40NP3SeTi at a distorted geometry, with the ωB97M-V functional and the def2-TZVPD basis.

```
! RIJCOSX wB97M-V def2-TZVPD def2/J DEFGRID3
* xyz 3 2
Se -2.430 0.635 -0.946
Ti -0.204 0.070 -0.183
P 2.392 -0.102 -0.635
P 0.254 1.883 1.408
P -0.785 -1.373 1.701
N -0.243 -1.632 -1.356
C 0.253 5.527 -5.356
C -2.261 4.951 -2.763
C -1.265 4.026 -3.059
C 2.910 -1.330 -1.860
C 3.726 1.128 -0.643
C -1.239 2.760 -2.495
C 1.521 1.977 2.720
C 0.561 3.426 0.495
C -2.270 2.408 -1.607
C -1.261 2.292 2.341
C -0.532 -3.148 1.376
C -0.982 6.066 -5.451
C 2.665 -0.970 0.960
C -0.810 -3.546 -3.012
C -0.082 -1.208 3.381
C -2.576 -1.292 2.031
C -0.472 -2.502 -2.100
C -3.257 4.617 -1.833
C -3.228 3.357 -1.230
H -2.820 -2.017 2.815
H -1.219 7.138 -5.309
H -2.271 5.908 -3.304
H 3.718 1.669 -1.602
H 3.603 1.860 0.164
H 1.084 6.023 -4.842
H -0.499 -2.005 4.010
H -0.327 -0.242 3.832
H -2.110 2.435 1.660
H -1.513 1.512 3.075
H 1.363 2.950 3.213
H -1.282 -4.368 -2.452
H 2.012 -1.852 1.043
H -2.871 -0.289 2.355
H -1.061 -3.455 0.467
H -0.292 3.674 -0.152
H 1.007 -1.319 3.364
H -0.441 2.058 -2.753
H 0.105 -3.921 -3.489
H -0.925 -3.715 2.229
H 1.468 3.332 -0.120
H -1.508 -3.188 -3.790
H -1.836 5.450 -5.774
H -3.981 3.113 -0.492
H -3.141 -1.532 1.123
H -4.070 5.291 -1.593
H 0.532 -3.381 1.258
H 2.473 -0.306 1.815
H 2.563 -1.022 -2.846
H 1.404 1.178 3.461
H 1.056 0.782 -1.321
H -0.528 4.304 -3.801
H 2.534 1.953 2.302
H -1.048 3.229 2.871
H 0.489 4.567 -5.831
H 4.004 -1.425 -1.872
H 3.718 -1.305 1.004
H 2.475 -2.307 -1.628
H 4.702 0.636 -0.528
H 0.704 4.213 1.249
*
```

Values from the calculation:
⟨S²⟩ = 0.95
strongest force on any atom = 2.66 eV/A
frontier orbital gap (alpha / beta) = 0.1834 / 0.1518 Ha